C23H50Br14NOPSi | ωB97M-V/def2-TZVPD

total energy	-1025962.0274	eV
E_HOMO	-8.24	eV
Kohn-Sham gap	8.45	eV
structure (SMILES)	CCP(C)[Si@H](CC=O)CCCCN.BrCCBr.BrCCBr.BrCCBr.BrCCBr.BrCCBr.BrCCBr.BrCCBr
E_LUMO	0.2	eV
total charge	0

Atoms and positions in Å:
C 4.553 -2.667 2.194
C 4.945 -1.790 0.988
P 5.456 -0.050 1.385
C 6.310 -0.176 3.016
Si 3.483 0.924 1.727
C 3.560 2.797 1.419
C 4.907 3.414 1.610
O 5.440 4.143 0.785
C 2.643 0.594 3.380
C 1.113 0.869 3.291
C 0.261 -0.359 2.875
C -0.592 -0.182 1.608
N -0.017 -0.672 0.347
H 3.765 -3.375 1.920
H 5.411 -3.244 2.544
H 4.171 -2.066 3.024
H 4.098 -1.692 0.301
H 5.754 -2.253 0.416
H 6.882 0.741 3.171
H 5.665 -0.374 3.874
H 7.038 -0.991 2.937
H 2.592 0.369 0.683
H 2.825 3.270 2.084
H 3.252 2.988 0.385
H 5.445 3.172 2.547
H 3.064 1.259 4.143
H 2.789 -0.437 3.713
H 0.781 1.199 4.280
H 0.904 1.690 2.593
H 0.898 -1.246 2.784
H -0.423 -0.570 3.705
H -1.544 -0.707 1.745
H -0.845 0.874 1.476
H 0.545 -1.498 0.512
H 0.580 0.026 -0.074
Br -3.003 -4.922 -1.542
C -3.507 -3.079 -1.923
C -2.993 -2.110 -0.897
Br -4.005 -2.180 0.765
H -4.590 -3.069 -2.002
H -3.075 -2.854 -2.894
H -3.114 -1.093 -1.264
H -1.954 -2.268 -0.628
Br 6.889 2.332 -2.776
C 7.049 4.090 -1.957
C 6.704 5.194 -2.918
Br 8.111 5.496 -4.230
H 8.066 4.165 -1.587
H 6.355 4.088 -1.120
H 6.593 6.134 -2.385
H 5.800 4.983 -3.479
Br -3.254 2.967 5.339
C -3.633 1.075 5.113
C -3.415 0.304 6.388
Br -1.525 0.059 6.778
H -2.995 0.724 4.308
H -4.675 1.014 4.806
H -3.829 -0.698 6.300
H -3.845 0.803 7.249
Br -7.651 -4.652 -3.339
C -6.642 -5.512 -4.762
C -5.183 -5.150 -4.698
Br -4.872 -3.322 -5.293
H -7.103 -5.209 -5.696
H -6.771 -6.583 -4.621
H -4.593 -5.781 -5.358
H -4.786 -5.203 -3.685
Br 2.795 0.125 -3.143
C 3.815 0.172 -4.797
C 3.270 1.188 -5.764
Br 1.623 0.583 -6.606
H 3.801 -0.835 -5.200
H 4.829 0.438 -4.507
H 3.974 1.351 -6.577
H 3.044 2.133 -5.282
Br -3.693 1.513 1.566
C -4.007 2.591 -0.020
C -2.865 2.451 -0.992
Br -1.282 3.410 -0.393
H -4.151 3.612 0.317
H -4.929 2.220 -0.463
H -3.127 2.880 -1.956
H -2.561 1.416 -1.122
Br -6.390 -0.780 -2.658
C -7.229 -0.458 -0.931
C -7.874 -1.702 -0.383
Br -9.540 -2.116 -1.300
H -7.948 0.342 -1.077
H -6.431 -0.121 -0.272
H -8.140 -1.561 0.662
H -7.239 -2.574 -0.482

Forces on atoms 1 to 2 (eV/Å):
-0.1 0.0 -0.2
-0.3 -0.1 0.4


C2H9N2 | ωB97M-V/def2-TZVPD

total energy	-5192.9480	eV
E_HOMO	-14.84	eV
energy above the lowest of the compared OMol25 structures with the same formula, charge and spin	23.2	kcal/mol
Kohn-Sham gap	11.27	eV
structure (SMILES)	NCC[NH3+]
E_LUMO	-3.6	eV
total charge	+1

Atoms and positions in Å:
N 0.961 -0.715 0.852
C 0.439 -0.767 -0.590
C -0.876 0.125 -0.610
N -0.706 1.244 0.345
H 0.245 -1.040 1.561
H 0.969 0.432 1.029
H 1.900 -0.971 1.043
H 0.405 -1.868 -0.869
H 1.224 -0.250 -1.219
H -1.746 -0.419 -0.357
H -0.949 0.533 -1.595
H -1.681 1.645 0.473
H -0.184 2.050 -0.062

Forces on atoms 1 to 2 (eV/Å):
-2.0 4.4 0.5
0.7 -0.2 0.1


Which of these has the highest E_LUMO?
C23H50Br14NOPSi